C3H11NS | ωB97M-V/def2-TZVPD

Positions of all 16 atoms, in Å:
C 1.26934 1.81379 1.23932
S -0.41718 1.14285 1.10434
H 1.85311 1.39357 2.04878
H 1.79073 1.69369 0.23126
H 1.09605 2.86190 1.43874
C 0.78307 -2.02046 -0.79488
N -0.46100 -1.23816 -0.58993
C -0.94209 -0.65730 -1.83511
H 1.09999 -2.43617 0.18860
H 0.58542 -2.83857 -1.50046
H 1.58335 -1.38134 -1.27901
H -0.29484 -0.30688 0.38945
H -1.15936 -1.91105 -0.18305
H -0.28472 0.15610 -2.16270
H -1.96848 -0.22116 -1.75661
H -1.06136 -1.44469 -2.61084

Properties
* highest occupied orbital energy: -7.37 eV
* spin multiplicity: 1
* DFT total energy: -573.78072 Eh
* energy above the lowest of the compared OMol25 structures with the same formula, charge and spin: 133.35 kJ/mol
* frontier orbital gap: 0.2942 Eh

Here are the natural (NBO) charges for atoms 1 to 6, given in e: -0.72, -0.37, 0.20, 0.19, 0.21, -0.42

***

C3H10NO2 | ωB97M-V/def2-TZVPD

Positions of all 16 atoms, in Å:
C 0.46110 -0.60460 -0.10019
O 1.05727 -1.02999 -1.26042
C -1.01549 -0.19913 0.09957
C -1.48395 0.94797 1.04206
N -1.31288 0.00839 -1.31118
H 0.86749 0.32151 0.27104
H 0.66070 -1.26814 0.76521
H -1.55182 -1.13184 0.51453
H -0.75778 1.86095 0.96337
H -2.46511 1.29304 0.81054
H -1.47371 0.69870 2.18290
H -0.44245 0.26531 -1.91346
H -1.11365 -0.92656 -1.71526
H 2.44004 -0.10404 -0.77070
H 3.03369 -0.39761 0.54718
O 3.09655 0.26604 -0.12521

Properties
* highest occupied orbital energy: -3.30 eV
* spin multiplicity: 1
* DFT total energy: -325.48154 Eh
* energy above the lowest of the compared OMol25 structures with the same formula, charge and spin: 192.02 kJ/mol
* frontier orbital gap: 0.2781 Eh
* total charge: -1

Here are the natural (NBO) charges for atoms 1 to 6, given in e: -0.08, -0.96, -0.07, -0.61, -0.90, 0.12

***

CH4NOPS | ωB97M-V/def2-TZVPD

Positions of all 9 atoms, in Å:
C -0.29618 -0.94974 0.06024
N 1.26714 1.24170 -0.10516
O 1.00925 -1.18828 0.50965
P -0.30045 0.91113 -0.04393
S 2.22568 -0.20222 -0.29264
H -0.57226 -1.35138 -0.91846
H -1.01335 -1.05095 0.85421
H -0.98579 1.36183 1.06713
H -1.33404 1.22792 -1.13104

Properties
* highest occupied orbital energy: -7.84 eV
* spin multiplicity: 1
* DFT total energy: -909.92615 Eh
* energy above the lowest of the compared OMol25 structures with the same formula, charge and spin: 206.83 kJ/mol
* frontier orbital gap: 0.3009 Eh

Here are the natural (NBO) charges for atoms 1 to 6, given in e: -0.35, -1.20, -0.66, 1.23, 0.67, 0.20

***

C4H18HgO6 | ωB97M-V/def2-TZVPD

Positions of all 29 atoms, in Å:
Hg -22.99488 31.61478 0.77477
C -22.35079 32.56516 4.78174
C -22.44505 33.33048 3.49341
O -21.78537 32.69730 2.42802
H -22.66710 31.53609 4.61124
H -22.95199 33.00858 5.57550
H -21.30877 32.57424 5.10145
H -22.20172 34.36473 3.73675
H -23.49947 33.32271 3.21727
C -23.88444 28.68136 -2.42265
C -24.70389 29.13830 -1.13525
O -24.37361 30.37268 -0.69132
H -24.05798 27.73053 -2.92656
H -22.80540 28.78928 -2.31260
H -24.16909 29.39382 -3.19690
H -24.46584 28.34762 -0.42373
H -25.78524 29.06713 -1.25239
O -23.17316 29.93808 2.24609
H -22.56214 29.22146 2.41741
H -23.87407 29.81401 2.88607
O -21.04489 30.36520 0.22471
H -21.04453 29.72482 0.93614
H -20.47190 29.98470 -0.44098
O -24.68225 33.08019 0.60471
H -24.79318 33.85105 1.16121
H -25.22925 33.25613 -0.16084
O -22.33682 32.94791 -0.91466
H -21.71995 32.99444 -1.64511
H -22.75823 33.80724 -0.90131

Properties
* highest occupied orbital energy: -7.23 eV
* spin multiplicity: 1
* DFT total energy: -767.88188 Eh
* energy above the lowest of the compared OMol25 structures with the same formula, charge and spin: 178.24 kJ/mol
* frontier orbital gap: 0.2594 Eh

Here are the natural (NBO) charges for atoms 1 to 6, given in e: 1.65, -0.62, -0.04, -0.99, 0.18, 0.19

***

C5H5FN2O2 | ωB97M-V/def2-TZVPD

Positions of all 15 atoms, in Å:
C -0.38098 -0.78798 1.84297
C -1.24125 0.06594 1.13885
C 0.79419 -1.11388 1.07228
C -0.90031 0.66330 -0.18243
C 0.17875 -0.11718 -0.90768
N 1.09487 -0.88179 -0.10153
N 1.15610 0.71693 -1.78040
O 1.21008 1.91290 -1.63573
O 1.77864 0.12829 -2.62910
F -0.32209 -0.86680 -1.92320
H -0.59188 -0.82471 2.93174
H -2.24001 0.19539 1.52188
H 1.60383 -1.50592 1.56425
H -1.67546 0.72650 -0.89789
H -0.46447 1.68899 -0.01402

Properties
* highest occupied orbital energy: -10.22 eV
* spin multiplicity: 1
* DFT total energy: -553.22479 Eh
* energy above the lowest of the compared OMol25 structures with the same formula, charge and spin: 375.61 kJ/mol
* SMILES: O=[N+]([O-])[C@]1(F)CC=CC=N1
* frontier orbital gap: 0.3539 Eh

Here are the natural (NBO) charges for atoms 1 to 6, given in e: -0.32, -0.06, 0.14, -0.55, 0.55, -0.43

***

C43H66BN6O3PS2 | ωB97M-V/def2-TZVPD

Positions of all 122 atoms, in Å:
C 5.51062 -2.68636 -0.10235
C 6.18912 -1.21980 -0.32694
B 6.19282 -0.80350 -1.92189
O 7.40364 -0.75697 -2.71596
C 4.70792 -0.43735 -2.54129
C 4.17442 1.03374 -2.48356
C 2.75301 1.44018 -3.08486
C 2.21220 2.94806 -3.05160
C 0.84020 3.16109 -2.23631
C -0.31687 3.92009 -3.10338
S -1.91684 4.12192 -2.16064
C -3.23216 3.02755 -2.95323
S -3.80660 3.56352 -4.44060
N -3.63360 1.79696 -2.26155
C -4.68833 1.03461 -2.95443
C -6.15756 1.46689 -3.20086
C -7.11239 0.51564 -3.99724
C -6.66612 -0.87412 -4.56293
C -5.20934 -1.34018 -4.27965
C -4.26915 -0.38869 -3.49662
C -3.85971 1.96551 -0.81393
C -5.19100 2.31700 -0.10238
C -5.22621 2.45445 1.46919
C -3.97239 2.25184 2.37274
C -2.64349 1.85081 1.67104
C -2.61395 1.71817 0.12818
C 1.95180 0.26561 -3.74140
C 0.51314 0.55558 -4.36789
C -0.57306 0.18986 -3.19597
C 2.48079 -1.22761 -3.78495
N 1.61491 -2.20475 -4.39138
C 2.17858 -3.51506 -4.43454
C 1.28892 -4.66280 -5.14038
C 1.67867 -4.60219 -6.72689
C 0.82598 -5.60958 -7.62716
N -0.55574 -5.35842 -8.07018
O 1.39189 -6.67327 -8.01019
C 3.59578 -3.81724 -3.86160
P 4.22646 -5.61910 -4.05139
O 3.81083 -6.48475 -2.84550
N 4.48963 -2.91306 -3.20678
C 3.86480 -1.61692 -3.20281
H 4.35734 -2.62319 -0.11196
H 5.84283 -3.03744 0.93344
H 5.84438 -3.45308 -0.87962
H 7.24518 -1.16478 0.13370
H 5.46953 -0.46802 0.17235
H 8.09006 -1.17828 -2.13405
H 4.81684 1.86247 -2.02146
H 2.13088 3.34520 -4.13795
H 3.03952 3.58707 -2.55315
H 1.08613 3.90148 -1.37701
H 0.44389 2.21654 -1.72586
H 0.09357 4.98187 -3.29364
H -0.50013 3.43582 -4.12189
H -6.52416 2.49446 -2.82122
H -8.20195 0.81381 -4.22637
H -7.35001 -1.56395 -5.17070
H -4.77022 -2.35479 -4.61279
H -3.19551 -0.75092 -3.29911
H -6.14202 2.48015 -0.70409
H -6.20400 2.72183 2.02186
H -3.94984 2.37421 3.50726
H -1.64438 1.66610 2.21920
H -1.61104 1.44638 -0.37804
H 0.29422 -0.19593 -5.21889
H 0.36811 1.61351 -4.76999
H -1.00556 -0.86083 -3.30758
H -1.35121 1.02662 -3.22504
H -0.09456 0.23186 -2.14313
H 1.45550 -5.70226 -4.69207
H 0.17293 -4.38632 -4.99601
H 2.81882 -4.80512 -6.75460
H 1.57237 -3.49084 -7.04064
H -0.70713 -4.33795 -8.09240
H -1.25341 -5.83996 -7.48585
H 5.63759 -5.59631 -4.31988
H 3.58831 -6.15797 -5.22861
C -1.48007 3.31626 5.47713
C -2.02200 4.74074 5.45656
N -3.24061 4.92065 6.24115
C -3.89590 6.20505 6.00136
C -3.14450 7.47184 6.40805
C -3.17244 4.51000 7.64053
C -2.11543 5.17173 8.52279
H -2.23585 2.60016 5.14278
H -0.62249 3.23734 4.80308
H -1.13732 3.02224 6.47237
H -2.24235 4.98041 4.41000
H -1.22742 5.42566 5.77530
H -4.87765 6.20577 6.48576
H -4.11560 6.27424 4.92837
H -3.15966 7.62019 7.48712
H -3.63429 8.34519 5.96296
H -2.10801 7.47259 6.06602
H -3.00955 3.42725 7.67334
H -4.15527 4.64592 8.10616
H -1.14451 5.25318 8.03064
H -1.96942 4.57821 9.42961
H -2.42437 6.16882 8.84596
C 1.88588 -3.41460 6.33270
C 1.23506 -3.44211 4.95436
N 1.96273 -2.68194 3.94161
C 1.20285 -2.49094 2.70753
C 0.85511 -3.73317 1.88853
C 3.36730 -3.03434 3.75711
C 3.69231 -4.47794 3.37751
H 2.02892 -2.38870 6.68288
H 1.24468 -3.92856 7.05420
H 2.85313 -3.92350 6.33915
H 0.23627 -3.00536 5.06727
H 1.08945 -4.48624 4.65325
H 1.73169 -1.78018 2.06393
H 0.26376 -1.98535 2.96684
H 1.71962 -4.11210 1.34465
H 0.09895 -3.47557 1.13831
H 0.44295 -4.53719 2.50082
H 3.90496 -2.79964 4.68226
H 3.81381 -2.36521 3.01226
H 3.11903 -5.20675 3.95345
H 4.75089 -4.67821 3.56574
H 3.52095 -4.66466 2.31449

Properties
* highest occupied orbital energy: -8.08 eV
* spin multiplicity: 1
* DFT total energy: -3394.34869 Eh
* SMILES: CCB(O)c1cc(CCCSC(=S)N(c2ccccc2)c2ccccc2)c(CC)c2nc(CCC(N)=O)c([PH2]=O)nc12.CCN(CC)CC.CCN(CC)CC
* frontier orbital gap: 0.2475 Eh

Here are the Löwdin charges for atoms 1 to 6, given in e: -0.13, -0.16, -0.38, 0.07, 0.00, 0.04

***

C21H27AuN3OSb2Se4Si | ωB97M-V/def2-TZVPD

Positions of all 60 atoms, in Å:
Au -0.54379 -0.01808 0.89335
C 2.01481 3.89238 0.63817
C 1.42337 3.45621 -0.67018
C 2.11992 3.58907 -1.86817
C 1.52672 3.16998 -3.04469
C 0.24580 2.64002 -2.99314
C -0.38311 2.53536 -1.75747
N 0.19664 2.92992 -0.61876
Sb -2.43110 1.86836 -1.64674
C -2.56428 2.13189 0.49636
C -3.45226 3.12073 0.88422
C -3.59244 3.44232 2.22525
C -2.84290 2.75168 3.15379
C -1.97121 1.75618 2.73226
C -1.15899 0.98419 3.72502
N -1.84256 1.46623 1.42173
C -2.04740 -0.24563 -1.71244
C -1.06782 -0.80290 -2.52452
C -1.03571 -2.18413 -2.65137
C -1.95629 -2.94415 -1.94989
C -2.89760 -2.30508 -1.14027
C -3.91304 -3.07362 -0.35127
N -2.94286 -0.97381 -1.04364
H 3.06851 4.14726 0.53933
H 1.90670 3.09819 1.37868
H 1.48262 4.76468 1.02029
H 3.11182 4.02116 -1.86880
H 2.04634 3.26749 -3.98924
H -0.26447 2.33663 -3.90002
H -4.03535 3.64036 0.13571
H -4.27990 4.21802 2.53596
H -2.92310 2.96587 4.20983
H -1.36627 1.32363 4.73723
H -0.09244 1.10446 3.52839
H -1.39489 -0.07975 3.65873
H -0.36197 -0.17093 -3.04990
H -0.30758 -2.66389 -3.29392
H -1.96017 -4.02391 -2.02915
H -3.68033 -4.13708 -0.31864
H -4.89809 -2.95255 -0.80525
H -3.97247 -2.68552 0.66483
C 2.57471 -2.75880 -1.42370
Si 2.34078 -1.49137 -0.09883
C 2.38985 0.24555 -0.72873
C 3.50239 -1.69063 1.34243
O 0.72014 -1.65971 0.51138
H 3.63154 -2.82236 -1.69563
H 2.01986 -2.49021 -2.32469
H 2.24761 -3.75528 -1.12089
H 3.35416 0.45752 -1.19786
H 2.26852 0.94669 0.10057
H 1.60872 0.44569 -1.46496
H 4.49643 -1.35708 1.03139
H 3.59475 -2.71030 1.71513
H 3.19170 -1.05954 2.17811
Se 4.30925 -6.05328 2.99204
Sb 2.44664 -5.77368 1.65250
Se 0.88003 -4.01350 2.72189
Se 1.61481 -6.56154 -0.36228
Se -0.15476 -3.25942 0.82048

Properties
* highest occupied orbital energy: -11.19 eV
* spin multiplicity: 1
* DFT total energy: -11567.19249 Eh
* energy above the lowest of the compared OMol25 structures with the same formula, charge and spin: 0.00 kJ/mol
* frontier orbital gap: 0.2604 Eh
* total charge: +1

Here are the natural (NBO) charges for atoms 1 to 6, given in e: 0.65, -0.64, 0.23, -0.25, -0.15, -0.30